[1]
C27H41ClNbO24 | ωB97M-V with the def2-TZVPD basis set

Each line ends with the Löwdin charge.
CARTESIAN COORDINATES (ANGSTROEM)
Nb -1.391 0.971 -1.081  0.980
Cl 1.037 1.281 -0.615  -0.247
O 4.625 -1.435 -1.108  0.049
O -1.017 -3.343 -0.458  0.029
O -3.032 6.214 0.053  0.066
O -6.032 -2.482 -3.801  0.053
O 6.615 -0.542 -1.797  0.114
O -4.675 -0.723 -3.432  0.039
O 10.084 1.877 -0.309  0.062
O 1.490 -4.226 4.623  0.073
O -0.274 -5.204 3.543  0.115
O 5.043 -1.224 -3.312  0.064
O 10.127 3.198 -2.132  0.060
O -6.695 3.389 -0.304  0.055
O -6.163 -1.357 -1.814  0.120
O -4.606 2.863 -1.073  0.047
O 10.517 4.110 -0.071  0.126
O -0.534 -4.261 5.611  0.062
O -2.941 -4.392 -0.981  0.057
O -2.989 7.535 -1.771  0.051
O -2.289 -2.565 -2.193  0.071
O 5.070 -1.115 3.593  0.067
O 2.858 -0.775 3.853  0.051
O 4.002 -1.996 5.414  0.108
O -5.866 1.326 0.059  0.057
O -2.599 8.448 0.290  0.112
C -3.523 5.445 -1.029  -0.151
C 3.978 -1.352 4.378  -0.501
C -1.278 -4.273 0.577  -0.151
C 1.570 -3.390 5.762  -0.154
C 3.416 -1.714 -1.789  -0.135
C -5.632 2.554 -0.491  -0.503
C -2.012 2.152 0.815  -0.440
C -2.851 7.484 -0.414  -0.523
C 0.187 -4.615 4.507  -0.506
C -0.461 0.755 2.501  -0.178
C 3.865 -1.998 -3.185  -0.135
C 9.593 1.107 -1.390  -0.141
C 0.394 -3.811 6.581  -0.136
C -7.050 1.438 0.825  -0.139
C -5.667 -1.507 -2.918  -0.516
C 10.265 3.147 -0.775  -0.518
C 3.284 0.057 2.790  -0.135
C -1.852 1.057 2.062  -0.281
C -2.099 -3.363 -1.290  -0.525
C -2.266 -5.207 -0.041  -0.144
C 5.524 -1.024 -2.050  -0.507
C 4.594 -0.539 2.391  -0.130
C -5.396 -2.183 -5.030  -0.150
C -4.226 -1.351 -4.617  -0.146
C 10.066 1.861 -2.591  -0.142
C -3.050 6.198 -2.229  -0.134
C -7.755 2.599 0.202  -0.146
H -1.301 3.080 0.961  0.046
H 0.303 1.628 2.725  0.051
H 1.502 -2.346 5.438  0.127
H 2.903 -2.567 -1.335  0.142
H -0.359 -4.781 0.883  0.127
H 5.296 0.211 2.016  0.142
H -2.050 5.888 -2.550  0.135
H -3.344 -1.957 -4.384  0.120
H 4.117 -3.052 -3.337  0.133
H 4.484 -1.329 1.640  0.128
H -8.348 3.164 0.926  0.133
H -3.184 0.752 -1.457  -0.101
H -2.967 -5.616 0.691  0.136
H 0.630 -4.641 7.256  0.132
H -2.827 0.565 2.482  0.083
H -8.400 2.299 -0.630  0.134
H -0.156 -0.388 2.547  0.045
H -0.962 -0.018 -2.534  -0.180
H -6.097 -1.633 -5.666  0.128
H -3.957 -0.608 -5.373  0.136
H 2.765 -0.835 -1.729  0.094
H -6.779 1.625 1.870  0.135
H 9.990 0.089 -1.354  0.139
H 2.556 0.047 1.974  0.111
H 8.500 1.066 -1.327  0.119
H 3.123 -1.699 -3.930  0.142
H -1.691 -3.736 1.438  0.137
H -0.025 -2.986 7.164  0.138
H 11.066 1.551 -2.911  0.132
H 9.378 1.771 -3.436  0.138
H -3.120 2.552 0.737  0.009
H -4.616 5.403 -0.965  0.128
H 2.518 -3.538 6.286  0.127
H -3.126 4.427 -0.993  0.092
H -1.445 -0.583 -0.129  -0.124
H -5.095 -3.100 -5.543  0.132
H -7.636 0.517 0.770  0.138
H 3.386 1.081 3.163  0.141
H -3.738 6.109 -3.075  0.135
H -1.784 -6.034 -0.572  0.130
H -1.495 2.523 -2.072  -0.167

2S+1: 1
E_LUMO (eV): 2.081
Frontier orbital gap (eV): 6.41
Net charge: -1

[2]
C27H42BIrN9OS3Se | ωB97M-V with the def2-TZVPD basis set

Each line ends with the Löwdin charge.
CARTESIAN COORDINATES (ANGSTROEM)
Ir -0.024 -0.568 0.335  0.509
Se -0.567 -2.553 2.082  0.828
S -2.009 0.376 1.570  0.686
S 1.703 0.873 1.301  0.806
S -0.618 0.594 -1.829  0.741
O 1.741 -1.803 -0.590  -0.157
N -0.161 2.769 1.821  0.022
N 0.747 1.942 3.653  0.023
N -1.737 -6.856 0.740  0.082
N 1.584 2.111 -2.448  0.020
N 0.465 2.805 -0.678  0.016
N -1.999 2.615 0.047  0.029
N 3.040 -3.187 -1.796  0.205
N 0.751 -3.340 -1.922  0.201
N -3.890 1.484 -0.072  0.019
C -1.100 -4.289 1.466  -0.603
C 0.483 0.346 5.458  -0.004
C 1.563 3.602 -0.830  -0.036
C -2.697 -6.011 1.049  -0.117
C 2.256 3.175 -1.914  -0.004
C 0.784 1.952 -4.724  -0.011
C 1.886 1.502 -3.761  -0.539
C -4.257 -0.881 -0.485  -0.035
C -2.850 3.285 -0.784  -0.019
C -0.182 2.875 4.022  -0.004
C -5.254 0.248 1.551  -0.028
C -6.137 0.736 -0.722  -0.031
C -0.735 3.384 2.893  -0.014
C 0.737 1.883 2.302  -0.620
C -4.880 0.401 0.076  -0.542
C -2.429 -4.700 1.424  -0.089
C 0.507 1.884 -1.659  -0.647
C 2.550 0.249 4.080  -0.085
C 1.839 -2.736 -1.401  -0.661
C 2.210 2.203 5.570  -0.010
C -0.099 -5.204 1.155  -0.114
C -0.478 -6.490 0.797  -0.123
C -4.013 2.590 -0.863  0.001
C 3.249 1.990 -4.254  -0.032
C -2.654 1.519 0.473  -0.651
C 1.502 1.181 4.675  -0.536
C 1.937 -0.023 -3.656  -0.055
B -0.597 3.178 0.390  -0.558
H 3.478 1.486 -5.189  0.100
H -0.239 0.965 5.981  0.088
H 3.168 3.560 -2.313  0.128
H 3.146 -4.007 -2.368  0.124
H 0.761 3.037 -4.794  0.099
H 2.820 1.689 6.307  0.101
H -0.055 -0.323 4.787  0.080
H 1.510 2.837 6.105  0.083
H -4.893 2.814 -1.427  0.129
H -3.709 -6.390 1.002  0.121
H 0.972 1.549 -5.714  0.101
H 4.035 1.741 -3.544  0.098
H -0.687 4.360 0.373  0.135
H -3.236 -4.038 1.696  0.104
H -2.572 4.203 -1.259  0.138
H -0.147 -2.922 -1.743  0.101
H 2.097 -0.553 3.502  0.050
H -1.486 4.138 2.779  0.142
H 3.263 3.059 -4.454  0.092
H 2.349 -0.421 -4.579  0.097
H -3.403 -1.201 0.109  0.021
H -4.405 -0.054 2.156  0.030
H 3.102 -0.204 4.899  0.102
H 0.946 -0.449 -3.524  0.024
H -5.924 0.826 -1.784  0.094
H 3.261 0.788 3.460  0.068
H 0.815 -4.011 -2.669  0.124
H 0.261 -7.245 0.563  0.119
H -0.193 1.603 -4.393  0.062
H -4.994 -1.677 -0.479  0.098
H -6.604 1.649 -0.359  0.098
H 1.004 -0.258 6.195  0.102
H -3.926 -0.722 -1.510  0.092
H 3.866 -2.801 -1.370  0.130
H 1.761 4.423 -0.173  0.139
H 0.944 -4.933 1.216  0.100
H -5.645 1.183 1.943  0.100
H -0.401 3.115 5.040  0.136
H -6.856 -0.069 -0.598  0.101
H -6.024 -0.511 1.648  0.100
H 2.573 -0.322 -2.826  0.084
H 2.864 2.833 4.970  0.101

2S+1: 2
E_LUMO (spin up / spin down) (eV): -7.457 / -7.987
Energy relative to the best compared isomer or geometry (same formula, charge and spin) (kJ/mol): 198.38
Frontier orbital gap (spin up / spin down) (eV): 5.80 / 5.29
Net charge: +2

[3]
C27H42BN9O8SSe3TeY | ωB97M-V with the def2-TZVPD basis set

Each line ends with the Löwdin charge.
CARTESIAN COORDINATES (ANGSTROEM)
Te -2.520 3.374 -3.724  0.207
Y -0.741 0.465 -0.385  1.175
Se -1.210 1.306 -3.223  -0.126
Se -3.605 1.873 -0.329  -0.033
Se -3.757 3.842 -1.559  -0.258
S -5.225 -2.068 -0.698  1.079
O -0.110 2.527 0.179  -0.173
O 4.430 1.370 2.358  -0.038
O 0.747 -1.249 0.673  -0.099
O 6.176 2.302 -1.211  0.049
O 0.063 0.761 2.678  0.000
O -2.092 0.203 3.122  0.045
O 2.831 -0.782 1.017  0.069
O 1.677 0.313 -0.459  -0.125
N 4.388 1.598 0.015  0.105
N 1.828 3.253 -2.801  0.056
N 1.778 -0.592 0.436  -0.512
N -2.695 -1.451 -0.641  0.040
N -3.881 -0.664 -2.526  0.070
N -0.027 -1.778 -2.499  -0.173
N -1.452 4.189 0.922  0.150
N -0.257 4.411 -1.059  0.180
N 0.824 -3.669 -4.044  -0.165
C 4.323 2.258 -3.498  -0.006
C -1.976 -2.791 1.326  -0.029
C 2.740 2.984 -1.874  -0.079
C 2.130 2.996 -4.071  -0.145
C 1.205 -1.367 -3.200  -0.171
C 0.257 -3.002 -1.725  -0.154
C -2.330 0.864 5.425  -0.012
C 4.974 2.110 -1.088  -0.453
C -1.410 0.241 4.392  -0.494
C -0.609 3.666 -0.006  -0.675
C 3.996 2.466 -2.169  -0.114
C -1.090 -1.199 4.777  -0.016
C -1.043 -2.128 -3.510  -0.192
C 1.106 0.674 4.844  -0.008
C 5.137 1.143 1.167  -0.251
C -2.935 -2.308 0.440  -0.301
C -4.653 -3.602 1.592  -0.100
C -0.498 -3.211 -4.474  -0.155
C -4.258 -2.740 0.580  -0.472
C -0.137 1.067 4.067  -0.497
C -3.688 -4.067 2.469  -0.100
C -0.363 2.572 4.171  -0.010
C 0.713 -4.147 -2.666  -0.154
C -2.360 -3.669 2.325  -0.087
C 1.743 -2.529 -4.073  -0.155
C -3.790 -1.293 -1.339  -0.764
C 3.369 2.517 -4.469  -0.053
B -1.171 0.397 2.094  -0.589
H 0.005 -4.978 -2.651  0.113
H 3.571 2.343 -5.517  0.100
H -0.650 -3.267 -1.179  0.102
H -1.927 3.452 1.429  0.057
H 2.716 -2.873 -3.716  0.113
H -2.110 4.861 0.551  0.054
H 0.939 0.771 5.921  0.090
H 1.938 -1.055 -2.455  0.101
H -1.269 2.866 3.640  0.082
H 1.340 3.176 -4.791  0.101
H 1.027 -2.778 -0.991  0.100
H 1.932 1.332 4.570  0.087
H 5.309 1.886 -3.749  0.120
H -0.444 2.897 5.211  0.088
H -0.636 -1.259 5.768  0.086
H -3.967 -4.745 3.265  0.096
H -0.877 5.151 -1.343  0.078
H -1.613 -4.042 3.013  0.103
H 2.454 3.185 -0.846  0.121
H 5.379 0.081 1.060  0.125
H -1.164 -4.076 -4.511  0.111
H 6.059 1.717 1.209  0.124
H 1.686 -4.537 -2.360  0.112
H 0.480 3.084 3.707  0.097
H -3.188 0.210 5.587  0.088
H 1.399 -0.351 4.625  0.085
H -4.782 -0.255 -2.725  0.093
H 3.430 1.276 -0.069  0.090
H -0.946 -2.482 1.236  0.085
H -2.701 1.831 5.091  0.083
H -2.018 -1.772 4.779  0.087
H -1.318 -1.224 -4.051  0.036
H 0.258 3.944 -1.810  0.042
H -0.408 -2.822 -5.491  0.113
H -3.108 -0.021 -2.742  -0.070
H 3.662 0.783 2.359  0.060
H 0.963 -0.488 -3.801  0.071
H 1.865 -2.215 -5.112  0.111
H -0.413 -1.649 4.049  0.091
H -1.928 -2.476 -2.979  0.097
H -5.686 -3.911 1.684  0.102
H -1.811 0.994 6.379  0.090

2S+1: 1
E_LUMO (eV): 2.168
Energy relative to the best compared isomer or geometry (same formula, charge and spin) (kJ/mol): 47.79
Frontier orbital gap (eV): 6.18
Net charge: -1

[4]
C27H42Cl28NO10P | ωB97M-V with the def2-TZVPD basis set

Each line ends with the Löwdin charge.
CARTESIAN COORDINATES (ANGSTROEM)
Cl -2.371 5.451 1.998  0.628
Cl 3.483 2.757 4.155  0.538
Cl 0.872 7.298 -2.720  0.517
Cl 3.643 -6.467 1.473  0.523
Cl 0.356 6.437 2.188  0.569
Cl 8.183 1.594 -6.828  0.514
Cl -3.204 -9.078 0.059  0.537
Cl 2.898 1.930 1.428  0.621
Cl -1.020 9.089 -1.432  0.508
Cl 2.670 4.772 -2.648  0.520
Cl 1.730 8.962 -0.496  0.521
Cl 0.434 9.900 5.032  0.528
Cl -1.829 8.293 1.675  0.488
Cl -4.818 -10.082 2.262  0.526
Cl 2.740 1.887 -2.988  0.595
Cl 0.428 -3.613 -6.484  0.544
Cl 5.995 3.433 -7.374  0.513
Cl 5.179 3.446 -3.285  0.541
Cl -1.750 11.749 4.512  0.527
Cl -2.257 -3.694 -7.600  0.529
Cl 5.718 -6.549 -0.566  0.530
Cl -2.294 8.911 4.845  0.549
Cl -1.815 -5.604 -1.781  0.594
Cl 5.459 0.594 -7.035  0.512
Cl -5.391 -10.923 -0.463  0.529
Cl 3.505 -4.679 -0.819  0.524
Cl 5.094 3.765 1.951  0.520
Cl -0.659 -1.276 -7.831  0.553
P 0.274 -3.699 1.097  0.987
O -3.501 1.304 -1.120  -0.046
O 0.415 -5.289 0.475  -0.371
O -0.791 -0.967 -4.303  -0.082
O 0.688 2.950 -0.543  -0.212
O 2.349 -0.470 4.743  -0.252
O -2.483 4.448 -1.112  -0.115
O -4.127 -0.001 0.634  -0.186
O -1.288 -1.624 -3.196  -0.200
O 0.977 0.662 -0.317  -0.208
O -0.084 -3.754 2.772  -0.289
N -2.148 -3.219 -0.355  -0.065
C -2.645 -4.620 -0.438  -0.564
C -0.623 -3.044 -7.789  -1.529
C 1.310 -1.485 4.614  -0.225
C -0.335 3.770 0.079  -0.200
C 3.634 3.308 -2.430  -1.497
C -1.268 10.264 5.344  -1.516
C 3.998 -6.280 -0.253  -1.537
C -1.064 4.701 -1.049  -0.224
C -1.992 -0.544 -2.476  -0.112
C 3.670 -1.060 4.708  -0.122
C 0.668 8.854 -1.907  -1.513
C -1.054 -2.685 0.172  -0.136
C 6.475 1.952 -6.532  -1.556
C 0.168 -0.553 2.464  -0.198
C -1.347 6.802 2.501  -1.504
C -2.690 -5.404 0.971  -0.215
C 4.171 2.385 2.568  -1.528
C -1.169 -0.618 1.574  -0.091
C -0.896 -1.061 0.023  -0.187
C -4.188 -5.912 1.361  -0.106
C -0.076 -0.866 4.039  -0.142
C -4.123 -10.459 0.679  -1.528
C 0.163 1.669 -0.961  -0.239
C 0.534 -0.679 -0.605  -0.124
C -3.316 0.198 -0.491  -0.521
C -3.073 -2.233 -0.994  -0.035
C -2.200 -0.867 -0.920  -0.190
H 1.686 -2.227 3.823  0.095
H -3.050 -0.527 -2.944  0.154
H -0.804 5.810 -0.871  0.081
H 1.134 -2.005 5.630  0.133
H -0.979 -1.533 4.235  0.102
H 0.196 4.496 0.805  0.037
H -1.476 6.949 3.571  -0.055
H 3.429 -7.028 -0.802  0.018
H 4.156 -0.834 5.734  0.102
H -3.336 -2.623 -2.051  0.158
H 3.839 3.188 -1.368  -0.003
H -3.744 -4.548 -0.784  0.116
H -4.236 -7.052 1.472  0.015
H -0.220 -3.401 -8.734  0.016
H 4.345 -0.597 3.906  0.083
H -1.651 0.430 1.635  0.144
H -3.442 -11.299 0.794  0.016
H 0.776 -5.815 1.240  0.043
H 0.520 0.548 2.432  0.099
H -4.530 -5.454 2.365  0.089
H -2.978 5.160 -0.657  0.059
H -0.583 -1.622 -5.008  0.033
H 0.322 1.597 -2.105  0.102
H -1.017 -3.468 2.920  0.048
H -2.038 -6.341 0.936  0.086
H -0.209 0.155 4.556  0.126
H -1.543 0.480 -2.702  0.131
H -4.070 -2.264 -0.439  0.155
H 0.942 9.644 -2.604  0.016
H 6.337 2.105 -5.462  -0.039
H 1.052 -1.157 2.041  0.089
H -0.573 4.400 -2.046  0.119
H -1.089 3.185 0.713  0.120
H 0.612 -0.833 -1.735  0.143
H -0.958 1.587 -0.752  0.135
H -1.906 -1.372 2.029  0.118
H 3.682 -2.196 4.597  0.091
H 4.850 1.541 2.679  0.003
H 1.325 -1.381 -0.138  0.115
H -2.392 -4.684 1.825  0.095
H -4.976 -5.607 0.594  0.081
H -1.396 10.414 6.414  0.016

2S+1: 1
E_LUMO (eV): -1.928
Frontier orbital gap (eV): 5.45
Net charge: 0

[5]
C27H43BrN2OP2Zn | ωB97M-V with the def2-TZVPD basis set

Each line ends with the Löwdin charge.
CARTESIAN COORDINATES (ANGSTROEM)
Br 1.606 1.187 -0.441  0.978
Zn 2.471 -3.772 0.905  0.920
P -0.004 2.369 1.667  0.949
P 0.089 1.041 -3.063  0.937
O 3.470 0.191 1.844  -0.077
N 5.409 0.152 3.016  0.164
N -2.294 -8.924 1.072  0.099
C -1.927 -6.691 0.127  0.023
C -0.767 5.015 1.154  -0.142
C 1.502 1.795 -3.987  -0.403
C -1.233 2.191 -2.455  -0.405
C 1.647 1.705 -5.527  -0.143
C -0.799 -6.446 0.983  -0.201
C -2.016 3.185 -3.334  -0.124
C 0.489 -2.484 -0.980  -0.021
C -1.658 2.025 0.914  -0.383
C 0.500 -2.836 0.392  -0.332
C 0.253 -0.093 -0.348  -0.603
C -0.089 -0.574 0.981  -0.115
C -1.838 -0.750 -4.717  -0.118
C 0.696 -4.278 0.890  -0.236
C -1.016 3.291 4.095  -0.130
C -2.587 -7.932 0.205  -0.105
C -0.538 -7.465 1.935  0.007
C 0.265 -1.852 1.378  -0.033
C -0.150 2.195 3.480  -0.372
C 3.975 2.062 3.326  0.003
C -2.702 1.231 1.706  -0.110
C -0.743 -0.452 -3.711  -0.417
C -1.272 -8.661 1.911  -0.097
C 4.233 0.739 2.653  -0.570
C 0.447 4.110 1.295  -0.385
C 0.628 -1.138 -1.278  -0.223
C 0.061 -5.343 0.947  0.107
H -1.970 1.520 -1.973  0.079
H 4.810 2.327 3.987  0.085
H -3.422 -8.154 -0.478  0.125
H 3.049 1.984 3.912  0.070
H 0.324 -2.059 2.459  0.144
H -1.396 4.054 -3.586  0.075
H -2.293 -5.938 -0.579  0.120
H -3.189 1.847 2.475  0.079
H 1.198 -0.849 -2.167  0.065
H -1.628 -0.353 -5.700  0.071
H 1.116 4.442 2.105  0.093
H -1.330 4.789 0.243  0.065
H 5.695 -0.717 2.584  0.115
H 1.522 2.870 -3.713  0.088
H 1.049 4.093 0.372  0.064
H 0.239 -7.321 2.692  0.126
H 0.123 -1.084 -3.961  0.081
H 2.427 1.336 -3.566  0.067
H 3.861 2.839 2.558  0.093
H 0.879 2.212 3.887  0.069
H 5.993 0.558 3.729  0.105
H -1.136 -0.850 -2.756  0.065
H 0.508 -3.267 -1.762  0.146
H 1.668 0.668 -5.896  0.071
H -1.434 4.951 2.021  0.069
H -1.105 3.088 5.170  0.089
H 0.868 2.278 -6.056  0.076
H -2.063 2.978 0.550  0.077
H -2.436 2.748 -4.249  0.074
H -3.477 0.918 0.990  0.092
H -2.311 0.313 2.170  0.062
H -2.029 3.306 3.669  0.068
H -0.589 -0.013 1.800  0.051
H -0.555 1.188 3.679  0.082
H 2.617 2.158 -5.797  0.080
H -2.833 -0.460 -4.382  0.076
H -1.846 -1.842 -4.790  0.079
H -1.015 -9.460 2.621  0.126
H -0.413 6.046 1.075  0.090
H -2.860 3.550 -2.726  0.077
H -1.392 1.433 0.038  0.010
H -0.774 2.794 -1.654  0.046
H -0.552 4.279 3.971  0.076

2S+1: 1
E_LUMO (spin up / spin down) (eV): -7.634 / -7.270
Frontier orbital gap (spin up / spin down) (eV): 4.64 / 4.22
Net charge: +2

Q: Which value of net charge does entry 3 give?
A: -1